# 1
DFT (the ωB97M-V functional and the def2-TZVPD basis) results for a 2-piece molecular cluster, C14H16 overall in a non-equilibrium geometry.

Output
* energy above the lowest of the compared OMol25 structures with the same formula, charge and spin: 100.80 kJ/mol
* max |F|: 1.56 eV/A
* HOMO-LUMO gap: 9.676 eV
* electronic energy: -14776.72075 eV
* SMILES: Cc1ccccc1.Cc1ccccc1

```
! RIJCOSX wB97M-V def2-TZVPD def2/J DEFGRID3
* xyz 0 1
C 2.797 -1.544 2.083
C 1.523 0.356 3.194
C 1.566 -0.691 2.261
C 0.313 0.671 3.782
C -0.882 0.108 3.374
C 0.363 -1.066 1.684
C -0.864 -0.706 2.256
H 2.454 0.857 3.428
H 0.286 1.344 4.633
H 2.535 -2.598 2.086
H 3.531 -1.338 2.863
H -1.759 0.315 3.973
H 0.304 -1.583 0.731
H -1.699 -1.103 1.701
H 3.311 -1.313 1.142
C -2.703 0.629 -1.343
C -0.434 1.565 -2.030
C -1.449 0.603 -2.158
C 0.593 1.496 -2.938
C 0.720 0.460 -3.861
C -1.297 -0.439 -3.047
C -0.202 -0.572 -3.889
H -0.489 2.320 -1.262
H 1.335 2.287 -3.011
H -2.837 1.359 -0.542
H -3.074 -0.347 -1.043
H 1.623 0.471 -4.458
H -2.133 -1.119 -3.156
H 0.020 -1.475 -4.441
H -3.452 1.054 -2.011
*
```

Here are the Mulliken charges for atoms 1 to 6, given in e: C -1.314; C -0.497; C 0.579; C -0.297; C -0.595; C -0.447

---

# 2
DFT (the ωB97M-V functional and the def2-TZVPD basis) results for a 2-piece molecular cluster, C14H16 overall in a non-equilibrium geometry.

Output
* energy above the lowest of the compared OMol25 structures with the same formula, charge and spin: 135.52 kJ/mol
* max |F|: 2.91 eV/A
* HOMO-LUMO gap: 9.821 eV
* electronic energy: -14776.36089 eV
* SMILES: Cc1ccccc1.Cc1ccccc1

```
! RIJCOSX wB97M-V def2-TZVPD def2/J DEFGRID3
* xyz 0 1
C 0.074 1.128 5.015
C -0.918 -1.079 1.507
C -1.945 -0.508 2.271
C 0.431 -0.969 1.875
C -1.628 0.162 3.439
C 0.738 -0.123 2.942
C -0.275 0.328 3.776
H -1.005 -1.453 0.475
H -2.933 -0.512 1.810
H 1.192 -1.548 1.371
H -2.456 0.269 4.137
H 1.739 0.258 3.173
H 0.820 1.843 4.631
H 0.395 0.451 5.816
H -0.797 1.749 5.260
C -0.389 -1.752 -4.238
C 0.194 -0.508 -2.152
C 0.271 -0.543 -3.566
C 0.610 0.587 -1.426
C 0.919 0.471 -4.254
C 1.101 1.660 -2.164
C 1.144 1.663 -3.539
H 0.000 -1.466 -1.653
H 0.515 0.626 -0.346
H -0.658 -1.610 -5.272
H -1.284 -1.975 -3.644
H 0.861 0.438 -5.341
H 1.292 2.625 -1.698
H 1.682 2.384 -4.151
H 0.312 -2.595 -4.053
*
```

Here are the Mulliken charges for atoms 1 to 6, given in e: C -1.282; C -0.132; C -0.610; C -0.609; C -0.474; C -0.233

---

# 3
DFT (the ωB97M-V functional and the def2-TZVPD basis) results for a 2-piece molecular cluster, C14H16 overall in a non-equilibrium geometry.

Output
* energy above the lowest of the compared OMol25 structures with the same formula, charge and spin: 123.88 kJ/mol
* max |F|: 3.31 eV/A
* HOMO-LUMO gap: 9.762 eV
* electronic energy: -14776.48149 eV
* SMILES: Cc1ccccc1.Cc1ccccc1

```
! RIJCOSX wB97M-V def2-TZVPD def2/J DEFGRID3
* xyz 0 1
C -0.553 2.439 -0.133
C 2.785 3.210 1.457
C 1.772 2.932 0.519
C 2.523 3.053 2.829
C 0.479 2.619 0.911
C 1.206 2.867 3.213
C 0.204 2.536 2.284
H 3.823 3.435 1.147
H 2.139 2.764 -0.532
H 3.287 3.167 3.553
H 1.193 2.681 4.293
H -0.294 3.092 -0.965
H -1.582 2.528 0.185
H -0.685 2.124 2.721
H -0.632 1.410 -0.492
C -3.176 -2.883 -2.055
C -0.024 -2.412 0.137
C 0.918 -2.681 -0.861
C -1.365 -2.634 -0.226
C -1.758 -2.791 -1.574
C 0.609 -2.893 -2.195
C -0.758 -2.921 -2.521
H 0.275 -2.232 1.145
H 1.909 -2.419 -0.481
H -2.064 -2.452 0.590
H 1.406 -2.712 -2.900
H -3.228 -3.444 -3.008
H -3.628 -1.918 -2.214
H -1.017 -3.078 -3.563
H -3.766 -3.387 -1.264
*
```

Here are the Mulliken charges for atoms 1 to 6, given in e: C -1.432; C -0.420; C -0.361; C -0.390; C 0.900; C -0.480

---

# 4
DFT (the ωB97M-V functional and the def2-TZVPD basis) results for a 2-piece molecular cluster, C14H16 overall in a non-equilibrium geometry.

Output
* energy above the lowest of the compared OMol25 structures with the same formula, charge and spin: 132.86 kJ/mol
* max |F|: 3.11 eV/A
* HOMO-LUMO gap: 9.740 eV
* electronic energy: -14776.38847 eV
* SMILES: Cc1ccccc1.Cc1ccccc1

```
! RIJCOSX wB97M-V def2-TZVPD def2/J DEFGRID3
* xyz 0 1
C -0.240 -3.261 1.377
C 0.841 -4.253 -0.663
C 0.200 -3.170 -0.108
C 1.635 -4.087 -1.812
C 1.580 -2.889 -2.478
C 0.042 -2.006 -0.882
C 0.707 -1.856 -2.060
H 0.884 -5.241 -0.193
H 2.294 -4.910 -2.033
H -1.251 -3.698 1.333
H -0.378 -2.277 1.783
H 2.018 -2.760 -3.467
H -0.596 -1.252 -0.421
H 0.735 -0.924 -2.616
H 0.279 -4.010 1.948
C -0.769 2.025 2.633
C -0.621 3.974 -1.190
C 0.311 2.940 -0.923
C -1.315 4.562 -0.162
C 0.273 2.273 0.271
C -1.238 3.945 1.111
C -0.541 2.773 1.303
H -0.553 4.488 -2.137
H 1.198 2.952 -1.533
H -1.950 5.437 -0.279
H 0.853 1.391 0.484
H -1.921 4.177 1.896
H -1.523 2.579 3.220
H 0.206 2.065 3.096
H -1.162 1.009 2.505
*
```

Here are the Mulliken charges for atoms 1 to 6, given in e: C -1.362; C -0.366; C 0.688; C -0.458; C -0.361; C -0.302

---

# 5
DFT (the ωB97M-V functional and the def2-TZVPD basis) results for a 2-piece molecular cluster, C14H16 overall in a non-equilibrium geometry.

Output
* energy above the lowest of the compared OMol25 structures with the same formula, charge and spin: 122.08 kJ/mol
* max |F|: 1.87 eV/A
* HOMO-LUMO gap (spin up / spin down): 6.593 / 2.844 eV
* electronic energy: -14767.81156 eV

```
! RIJCOSX wB97M-V def2-TZVPD def2/J DEFGRID3
* xyz 1 2
C -2.221 0.118 -2.201
C -3.939 -1.799 0.547
C -2.862 -2.533 1.066
C -3.634 -0.961 -0.501
C -2.342 -0.776 -1.002
C -1.571 -2.340 0.611
C -1.268 -1.423 -0.398
H -4.851 -1.905 1.113
H -3.041 -2.985 2.037
H -4.390 -0.440 -1.085
H -0.760 -2.925 1.027
H -3.194 0.427 -2.569
H -1.722 -0.572 -2.897
H -0.269 -1.073 -0.623
H -1.569 0.996 -2.195
C 4.049 -0.240 1.158
C 1.846 1.987 -1.062
C 1.057 2.635 -0.158
C 2.938 1.210 -0.641
C 3.018 0.726 0.743
C 1.237 2.333 1.225
C 2.095 1.300 1.589
H 1.708 2.005 -2.136
H 0.238 3.225 -0.552
H 3.745 0.887 -1.293
H 0.559 2.757 1.958
H 4.844 0.231 1.733
H 4.484 -0.725 0.281
H 2.130 1.045 2.635
H 3.686 -1.182 1.589
*
```

Here are the Mulliken charges for atoms 1 to 6, given in e: C -1.221; C -0.638; C -0.430; C -0.313; C 0.864; C -0.476

---

# 6
DFT (the ωB97M-V functional and the def2-TZVPD basis) results for C14H16BF4IrN4S as an isolated structure in a non-equilibrium geometry.

Output
* max |F|: 1.45 eV/A
* HOMO-LUMO gap (spin up / spin down): 8.774 / 6.267 eV
* electronic energy: -45947.29858 eV

```
! RIJCOSX wB97M-V def2-TZVPD def2/J DEFGRID3
* xyz 2 5
Ir -0.169 -0.081 0.178
C 4.130 -0.842 -0.533
C 4.670 -0.674 0.735
C 3.819 -0.538 1.823
C 2.442 -0.604 1.623
N 1.942 -0.767 0.384
C 2.750 -0.872 -0.661
C 1.454 -0.544 2.708
C 1.769 -0.797 4.041
C 0.754 -0.824 4.982
C -0.555 -0.596 4.581
C -0.791 -0.315 3.244
N 0.185 -0.296 2.349
H 4.755 -0.943 -1.406
H 5.741 -0.644 0.875
H 4.219 -0.366 2.811
H 2.285 -0.990 -1.632
H 2.788 -0.994 4.325
H 0.981 -1.028 6.018
H -1.376 -0.635 5.277
H -1.793 -0.105 2.895
C -2.873 1.705 -1.865
N -2.761 0.443 -2.531
C -2.901 0.339 -3.978
C -2.784 -1.170 -4.255
N -2.471 -1.693 -2.939
C -2.492 -0.743 -2.013
S -2.297 -1.139 -0.337
H -2.095 2.391 -2.215
H -2.772 1.582 -0.786
H -3.845 2.154 -2.079
H -2.109 0.920 -4.459
H -3.856 0.756 -4.303
H -1.982 -1.413 -4.957
H -3.718 -1.606 -4.629
H -2.364 -2.674 -2.735
F -0.011 1.447 -1.198
B 0.336 3.019 0.088
F -0.446 2.373 0.980
F 1.615 2.802 0.226
F -0.172 3.962 -0.634
*
```

Here are the Mulliken charges for atoms 1 to 6, given in e: Ir 1.737; C -0.772; C -0.419; C -0.707; C 0.676; N -0.344

---

> The highest electronic energy belongs to which entry?

number 5